No. 1
Molecular formula: C22H43N3O11P2S2
Method: DFT, wB97M-V/def2-TZVPD

Last column: Mulliken charge in e.
Geometry (Å):
S: -7.071 -4.321 0.377  0.210
S: -0.266 1.524 0.807  1.165
P: 2.852 1.972 -6.099  1.084
P: 2.781 -2.038 6.749  1.074
O: -0.319 -0.213 0.764  -0.519
O: 0.674 1.857 2.029  -0.561
O: 0.408 2.043 -0.519  -0.565
O: 2.974 0.759 -4.972  -0.314
O: 4.273 1.713 -6.655  -0.697
O: 1.729 -0.762 6.606  -0.310
O: 3.243 -1.718 5.112  -0.475
O: 2.368 -2.325 8.213  -0.694
O: 1.822 -3.252 6.129  -0.344
O: 2.103 1.129 -7.326  -0.360
O: 1.263 2.262 -5.477  -0.463
N: -7.045 0.491 0.146  -0.539
N: -5.660 -4.491 -0.696  -0.510
N: -7.393 -2.580 0.513  -0.509
C: -4.545 1.770 -1.543  -0.606
C: 2.125 -0.071 3.719  -0.774
C: 0.322 1.207 -5.276  -0.182
C: 3.979 0.884 -3.974  -0.491
C: -6.033 -0.413 -0.526  0.105
C: -6.251 -2.046 -0.337  0.473
C: 3.434 0.054 -9.023  -1.076
C: -4.739 0.129 -1.427  0.203
C: 1.748 -4.493 6.824  -0.381
C: -3.731 -0.977 -2.152  -0.367
C: 0.450 -4.567 7.612  -1.072
C: -2.554 3.131 -0.187  -0.794
C: -1.990 2.212 1.072  -0.684
C: 3.079 1.220 6.967  -0.842
C: 1.932 0.359 7.458  -0.439
C: 0.214 0.839 -3.809  -0.170
C: -5.218 -3.092 -1.066  0.483
C: 2.596 1.267 -8.655  -0.370
C: 2.281 -1.537 4.073  -0.028
C: 3.567 1.870 -2.900  -0.707
C: -3.957 -2.595 -1.990  -0.655
C: -2.944 2.198 -1.517  0.115
H: -0.647 1.592 -5.615  0.378
H: 0.542 0.319 -5.872  0.272
H: 3.166 2.196 -8.764  0.321
H: -7.187 1.383 -0.378  0.304
H: 0.459 -5.424 8.292  0.361
H: 4.933 1.181 -4.417  0.347
H: 0.241 1.724 -3.168  0.238
H: -2.719 1.275 1.193  0.264
H: -2.676 2.725 -2.535  0.341
H: 3.297 2.016 7.685  0.396
H: -5.011 2.237 -0.549  0.175
H: 1.047 0.193 -3.506  0.169
H: -0.705 0.279 -3.617  -0.229
H: 1.650 0.042 2.740  0.213
H: -2.822 -0.531 -2.775  0.236
H: 1.309 -1.973 4.310  0.192
H: -2.217 1.256 -1.439  -0.167
H: 2.710 1.491 -2.335  0.074
H: 1.481 0.439 4.444  0.136
H: -1.276 -0.521 0.670  0.348
H: -2.022 2.831 2.064  0.382
H: -1.752 3.933 -0.520  0.285
H: 3.086 0.449 3.717  0.257
H: 3.968 0.224 -9.963  0.362
H: -3.497 3.694 0.217  0.423
H: 4.165 -0.198 -8.249  0.278
H: 4.388 2.041 -2.198  0.421
H: 0.265 -3.661 8.197  0.276
H: 2.671 -2.072 3.198  0.406
H: 1.007 0.944 7.459  0.271
H: 2.619 -4.627 7.475  0.321
H: 3.985 0.626 6.812  0.242
H: -0.399 -4.676 6.927  0.294
H: -6.800 0.644 1.149  0.257
H: 1.776 -5.296 6.083  0.367
H: 2.111 0.038 8.487  0.376
H: 4.126 -0.105 -3.528  0.297
H: -5.147 2.255 -2.429  0.306
H: -3.249 -3.370 -2.510  0.319
H: 3.269 2.830 -3.334  0.236
H: 2.830 1.685 6.009  0.175
H: 2.790 -0.825 -9.145  0.295
H: 1.736 1.339 -9.326  0.368

The SMILES is Nc1c(CCCCS(=O)(=O)O)ccc2nsnc12.CCOP(=O)(OCC)OCC.CCOP(=O)(OCC)OCC. The value obtained for the energy above the lowest of the compared OMol25 structures with the same formula, charge and spin is 19.6139 eV. The net charge is 0. The value obtained for the highest occupied orbital energy is -8.54 eV.


No. 2
Molecular formula: C8H18N2
Method: DFT, wB97M-V/def2-TZVPD

Last column: Mulliken charge in e.
Geometry (Å):
N: -1.352 -1.095 1.992  -0.351
N: 0.839 -1.412 2.404  -0.305
C: 1.465 -0.659 -2.103  -1.154
C: -0.874 0.743 -0.386  0.367
C: 1.118 -1.074 -0.686  -0.746
C: -1.915 -0.125 -1.045  -1.769
C: -1.203 2.213 -0.422  -1.806
C: 0.297 0.267 0.140  1.768
C: 1.375 1.269 0.513  -2.076
C: -0.120 -0.597 1.961  -0.053
H: 1.097 1.762 1.448  0.454
H: 0.584 -0.218 -2.577  0.248
H: -0.764 2.704 -1.291  0.279
H: -1.647 -1.172 -1.069  0.252
H: 2.332 0.802 0.711  0.417
H: 1.829 -1.505 -2.701  0.381
H: -1.540 -2.079 2.130  0.197
H: -2.093 -0.476 1.700  0.242
H: 2.236 0.118 -2.091  0.290
H: -2.280 2.381 -0.444  0.465
H: -2.087 0.211 -2.076  0.425
H: 2.019 -1.335 -0.125  0.431
H: -2.887 -0.046 -0.535  0.488
H: 0.428 -1.918 -0.682  0.356
H: -0.832 2.724 0.468  0.379
H: 1.803 -1.160 2.273  0.227
H: 0.661 -2.350 2.744  0.171
H: 1.512 2.027 -0.252  0.421

The value obtained for the energy above the lowest of the compared OMol25 structures with the same formula, charge and spin is 3.5912 eV. The net charge is 0. The value obtained for the highest occupied orbital energy is -6.04 eV.


No. 3
Molecular formula: C11H20Br2NSiY
Method: DFT, wB97M-V/def2-TZVPD

Last column: Mulliken charge in e.
Geometry (Å):
Y: 0.329 -0.943 0.749  0.588
Br: 0.294 -2.253 3.398  -0.009
Br: -1.160 -3.658 0.943  -0.035
Si: 2.912 -0.282 -0.083  0.180
N: -1.452 0.423 0.083  -0.200
C: -1.435 1.737 0.386  -0.145
C: -4.477 3.083 -1.408  -1.383
C: -3.431 0.802 -1.205  -0.778
C: -3.421 2.165 -0.890  1.024
C: -2.386 2.619 -0.072  -0.781
C: 4.621 0.241 -0.534  -1.054
C: -2.452 -0.021 -0.708  -0.009
C: 1.674 0.088 -1.516  -1.158
C: 2.065 0.332 1.462  -0.811
C: 2.736 -2.200 0.028  -0.997
C: -0.750 -3.785 2.836  -0.448
H: -2.459 -1.080 -0.943  0.342
H: 4.643 1.328 -0.634  0.337
H: -0.159 -4.679 2.995  0.424
H: 1.483 1.157 -1.627  0.392
H: 4.972 -0.205 -1.465  0.380
H: 0.678 -0.394 -1.603  0.587
H: -5.454 2.780 -1.027  0.355
H: -4.529 3.026 -2.496  0.364
H: -2.322 3.661 0.209  0.383
H: 2.642 0.060 2.350  0.445
H: 3.375 -2.631 -0.747  0.390
H: 1.939 1.419 1.440  0.299
H: 2.172 -0.258 -2.425  0.408
H: 3.085 -2.598 0.984  0.417
H: -4.206 0.388 -1.836  0.444
H: -4.296 4.114 -1.117  0.366
H: 1.771 -2.698 -0.201  0.509
H: -1.683 -3.792 3.387  0.399
H: 5.312 -0.026 0.268  0.344
H: -0.626 2.080 1.022  0.430

The value obtained for the energy above the lowest of the compared OMol25 structures with the same formula, charge and spin is 0.0283 eV. The net charge is +2. The value obtained for the highest occupied orbital energy is -15.38 eV.


No. 4
Molecular formula: C3H6N2
Method: DFT, wB97M-V/def2-TZVPD

Last column: Mulliken charge in e.
Geometry (Å):
N: 0.914 -0.116 0.425  -0.305
N: -0.296 -0.352 -0.513  -0.219
C: 2.159 0.083 -0.103  -0.358
C: -1.486 -0.561 0.133  -0.251
C: -1.219 0.912 -0.008  -0.396
H: -2.168 -1.206 -0.559  0.196
H: -1.580 1.794 -0.781  0.263
H: 2.404 -0.049 -1.047  0.344
H: 2.991 0.084 0.588  0.246
H: -1.719 -1.009 1.049  0.248
H: -0.979 1.061 1.234  0.232

The SMILES is C=NN1CC1. The value obtained for the energy above the lowest of the compared OMol25 structures with the same formula, charge and spin is 5.9113 eV. The net charge is 0. The value obtained for the highest occupied orbital energy is -9.10 eV.


No. 5
Molecular formula: C15H49FNbO11P2
Method: DFT, wB97M-V/def2-TZVPD

Last column: Mulliken charge in e.
Geometry (Å):
Nb: 0.262 1.920 0.727  -0.485
P: 1.581 -0.226 1.366  0.803
P: -0.430 2.461 3.126  0.997
F: 0.888 1.650 -1.244  -0.701
O: 0.488 4.269 -2.960  -0.496
O: 3.416 -5.319 1.477  -0.531
O: -7.508 0.856 -1.735  -0.500
O: 0.898 3.189 3.870  -0.537
O: -2.079 -0.779 1.967  -0.533
O: 4.756 0.523 2.316  -0.479
O: -0.804 1.301 3.997  -0.581
O: 1.218 -0.831 2.732  -0.684
O: -1.588 3.689 3.118  -0.589
O: -4.085 0.741 -2.387  -0.390
O: 1.096 -2.832 -1.225  -0.369
C: -7.662 -0.334 0.369  -0.820
C: -2.610 0.378 1.362  0.469
C: 3.994 -4.160 2.084  -0.055
C: 2.242 3.915 -4.593  -1.018
C: 1.871 4.454 -3.223  -0.136
C: 1.738 -4.081 -0.986  0.175
C: -8.305 -0.051 -0.975  -0.248
C: 2.292 -4.664 -2.272  -1.162
C: -2.523 1.287 -4.156  -1.021
C: -3.957 -0.057 0.674  -1.507
C: -3.790 0.548 -3.768  -0.386
C: 6.785 0.360 3.632  -1.026
C: -1.659 0.838 0.209  -0.480
C: 5.843 1.264 2.857  -0.351
C: 4.789 -4.534 3.321  -1.169
H: 4.147 -5.021 4.060  0.344
H: 4.281 0.117 3.051  0.276
H: -2.139 3.609 2.342  0.324
H: -2.218 -1.496 1.356  0.378
H: 5.239 -3.652 3.779  0.304
H: 1.658 4.413 -5.370  0.255
H: -0.579 3.486 0.235  0.028
H: 2.796 -5.614 -2.086  0.337
H: 2.537 -3.900 -0.274  -0.080
H: -8.431 -0.978 -1.546  0.240
H: -7.529 0.591 0.930  0.258
H: -6.672 -0.771 0.228  0.151
H: 2.022 2.847 -4.658  0.316
H: -4.640 0.895 -4.368  0.291
H: -6.640 0.454 -1.861  0.275
H: -1.367 -0.072 -0.357  0.200
H: 6.260 -0.126 4.457  0.329
H: 1.098 4.007 3.415  0.264
H: 0.314 3.323 -2.990  0.201
H: 0.376 -2.975 -1.843  0.218
H: 3.003 -3.972 -2.728  0.304
H: -3.673 -0.523 -3.930  0.286
H: -2.286 1.133 -5.211  0.425
H: 5.448 2.055 3.503  0.273
H: 7.172 -0.430 2.986  0.248
H: 7.627 0.926 4.039  0.348
H: 6.365 1.732 2.022  0.304
H: 1.020 -4.768 -0.527  0.240
H: -4.633 -0.444 1.457  0.353
H: -3.800 -0.861 -0.056  0.367
H: 3.305 4.066 -4.800  0.332
H: 1.424 -1.195 0.320  -0.098
H: -2.890 1.156 2.074  0.278
H: -4.199 1.684 -2.242  0.250
H: 1.761 2.921 1.009  0.050
H: 3.196 -3.455 2.337  0.254
H: 4.641 -3.693 1.342  0.278
H: 1.492 -4.829 -3.000  0.351
H: -9.286 0.406 -0.845  0.293
H: -2.630 2.360 -3.976  0.337
H: -2.236 1.452 -0.508  0.460
H: 5.581 -5.242 3.066  0.294
H: 2.450 3.953 -2.441  0.211
H: -1.681 0.943 -3.552  0.182
H: 2.965 0.117 1.341  -0.013
H: -4.445 0.820 0.224  0.306
H: -8.269 -1.021 0.963  0.397
H: 2.073 5.525 -3.168  0.300
H: 2.835 -5.727 2.122  0.289

The net charge is -1. The value obtained for the highest occupied orbital energy is -4.67 eV.


Number 1: gap between HOMO and LUMO 6.33 eV, E_LUMO -0.0811 hartree, DFT total energy -3334.47075 Ha. Number 2: gap between HOMO and LUMO 6.89 eV, E_LUMO 0.0315 hartree, DFT total energy -424.99895 Ha. Number 3: gap between HOMO and LUMO 8.35 eV, E_LUMO -0.2582 hartree, DFT total energy -5961.24372 Ha. Number 4: gap between HOMO and LUMO 10.17 eV, E_LUMO 0.0391 hartree, DFT total energy -227.20760 Ha. Number 5: gap between HOMO and LUMO 6.14 eV, E_LUMO 0.0542 hartree, DFT total energy -2268.00722 Ha.